11
Properties=species:S:1:pos:R:3:lowdin_charge:R:1 method="wB97M-V/def2-TZVPD" homo_lumo_gap_ev=9.44 lumo_energy_ev=0.416 total_energy_ev=-18467.5488 multiplicity=1
C -1.580 -0.755 0.867 -0.323
N -0.741 0.044 0.243 -0.091
N -1.544 -1.991 0.588 -0.016
N 0.381 -0.465 -0.280 -0.295
O 1.834 -2.380 -0.749 -0.524
S 0.447 -1.992 -0.550 0.902
H 2.521 1.365 1.198 0.024
H -2.207 -0.364 1.632 0.122
H -0.515 1.032 0.385 0.151
H -2.047 -2.630 1.152 0.058
H 2.146 0.828 0.928 -0.007